1.
This record from OMol25 describes a molecular structure, C28H52GaOP2. The level of theory is the ωB97M-V functional and the def2-TZVPD basis.

Output
Kohn-Sham gap (spin up / spin down) ... 5.38 / 4.43 eV
Energy above the lowest of the compared OMol25 structures with the same formula, charge and spin ... 0.0 kJ/mol
Total charge ... +1
HOMO level (spin up / spin down) ... -8.5445 / -8.6398 eV

The geometry in XYZ format:
```
84
Properties=species:S:1:pos:R:3:mulliken_charge:R:1
Ga -2.055 0.396 -1.999 0.397
C 1.196 0.726 4.523 0.080
C 2.254 1.079 3.636 0.884
C 0.549 2.606 3.355 0.420
C 0.170 1.704 4.382 0.724
C 1.842 2.224 2.901 0.468
C 1.133 -0.478 5.380 -1.661
H 2.132 -0.898 5.560 0.372
H 0.520 -1.271 4.923 0.202
H 0.679 -0.247 6.353 0.458
C -1.088 1.760 5.154 -1.348
H -0.944 1.395 6.184 0.373
H -1.887 1.158 4.694 0.164
H -1.466 2.788 5.232 0.368
C -0.286 3.712 2.844 -1.446
H -0.638 4.356 3.667 0.350
H -1.176 3.323 2.321 0.185
H 0.280 4.324 2.133 0.344
C 2.642 2.892 1.861 -1.173
H 3.678 3.069 2.182 0.304
H 2.215 3.869 1.610 0.451
H 2.701 2.306 0.932 -0.030
C 3.558 0.407 3.453 -1.117
H 4.399 1.116 3.536 0.431
H 3.618 -0.051 2.452 -0.034
H 3.708 -0.392 4.190 0.310
C 2.104 -2.232 1.515 0.212
C 3.347 -2.398 1.978 -1.157
C 4.584 -2.557 1.154 -0.636
C 4.465 -2.181 -0.355 -0.887
C 4.330 -0.706 -0.564 -0.538
C 3.184 -0.013 -0.636 -0.631
C 1.790 -0.448 -0.308 1.361
C 1.544 -1.901 0.168 -0.165
H 4.885 -3.609 1.215 0.451
H 3.612 -2.698 -0.795 0.252
H 5.389 -1.982 1.638 0.307
H 1.818 -2.624 -0.614 0.369
H 1.310 -2.414 2.243 0.273
H 3.488 -2.465 3.064 0.562
H 0.438 -1.972 0.235 -0.486
H 1.429 0.269 0.458 -0.195
H 3.234 1.030 -0.977 0.498
H 1.168 -0.279 -1.207 -0.472
H 5.379 -2.535 -0.842 0.472
H 5.279 -0.157 -0.705 0.343
P -1.825 -1.058 -3.658 1.174
P -1.823 2.068 -3.801 0.341
C -2.481 -0.341 -5.221 -1.108
C -2.479 1.174 -5.301 -0.931
H -3.508 -0.716 -5.342 0.411
H -1.885 -0.759 -6.042 0.471
H -1.887 1.517 -6.158 0.501
H -3.502 1.550 -5.434 0.432
C -2.090 3.725 -4.527 -1.187
H -1.604 4.497 -3.923 0.405
H -3.163 3.934 -4.610 0.398
H -1.658 3.759 -5.541 0.396
C -0.010 1.973 -4.132 -1.102
H 0.171 1.969 -5.211 0.391
H 0.467 1.100 -3.680 0.189
H 0.434 2.882 -3.712 0.451
C -2.995 -2.431 -3.412 -1.288
H -2.860 -2.861 -2.416 0.501
H -2.756 -3.232 -4.120 0.548
H -4.034 -2.096 -3.544 0.404
C -0.300 -1.944 -4.135 -1.124
H 0.156 -1.462 -5.003 0.444
H -0.565 -2.972 -4.401 0.443
H 0.401 -1.976 -3.297 0.113
C -5.038 -1.459 0.568 -1.717
C -3.601 -1.090 0.191 1.971
C -3.111 -0.250 1.367 -1.909
C -2.712 -2.348 0.091 -1.213
O -3.593 -0.304 -1.002 -0.562
H -4.965 -2.173 1.404 0.430
H -5.637 -1.946 -0.222 0.365
H -5.599 -0.583 0.939 0.395
H -3.229 -0.833 2.294 0.381
H -2.059 0.018 1.223 0.348
H -3.712 0.662 1.425 0.464
H -2.448 -2.577 -0.948 -0.176
H -1.779 -2.192 0.657 0.198
H -3.235 -3.223 0.511 0.347
```

=====

2.
This record from OMol25 describes a molecular structure, C28H52N9NdO4S2. The level of theory is the ωB97M-V functional and the def2-TZVPD basis.

Output
Kohn-Sham gap (spin up / spin down) ... 8.09 / 8.10 eV
Energy above the lowest of the compared OMol25 structures with the same formula, charge and spin ... 13.4 kJ/mol
2S+1 ... 4
Total charge ... +2
HOMO level (spin up / spin down) ... -12.7056 / -12.7058 eV

The geometry in XYZ format:
```
96
Properties=species:S:1:pos:R:3:lowdin_spin:R:1
Nd -0.526 -0.422 -0.403 3.020
N 1.146 -2.197 -1.383 -0.003
C 0.886 -3.635 -1.188 0.000
C -0.598 -3.873 -0.943 0.000
N -1.157 -3.027 0.130 -0.002
C -0.720 -3.498 1.459 0.000
C 0.561 -2.825 1.945 0.000
N 0.480 -1.367 1.750 -0.003
C -2.632 -3.068 0.022 0.000
C -3.327 -2.034 0.898 0.000
N -2.891 -0.662 0.546 -0.004
H 0.976 -1.973 -2.360 0.000
H 2.125 -1.992 -1.208 0.000
H 1.480 -3.992 -0.350 0.000
H 1.181 -4.228 -2.057 0.000
H -0.757 -4.937 -0.724 0.000
H -1.133 -3.637 -1.864 0.000
H -0.588 -4.586 1.462 0.000
H -1.496 -3.268 2.187 0.000
H 1.438 -3.190 1.417 0.000
H 0.695 -3.090 2.998 0.000
H 1.415 -0.992 1.897 0.000
H -0.107 -0.977 2.502 0.001
H -3.020 -4.063 0.272 0.000
H -2.881 -2.852 -1.019 0.000
H -3.093 -2.194 1.949 0.000
H -4.404 -2.159 0.776 0.000
H -3.112 -0.053 1.328 0.000
H -3.432 -0.342 -0.254 0.000
C -2.562 -3.881 -6.238 0.000
O -1.703 -2.833 -6.672 0.000
C -1.249 -1.962 -5.778 0.000
C -0.374 -0.970 -6.284 0.000
C 0.173 -0.062 -5.441 0.000
C -0.078 -0.067 -4.038 0.000
C 0.600 0.867 -3.192 0.001
C 1.362 2.009 -3.817 0.000
O 0.633 0.794 -1.935 -0.002
C -1.013 -1.041 -3.533 0.000
O -1.396 -1.089 -2.290 -0.005
C -1.572 -1.967 -4.436 0.000
H -2.732 -4.504 -7.110 0.000
H -3.515 -3.486 -5.880 0.000
H -2.092 -4.477 -5.453 0.000
H -0.163 -0.970 -7.345 0.000
H 0.846 0.678 -5.851 0.000
H 2.269 1.640 -4.300 0.000
H 1.641 2.718 -3.041 0.000
H 0.769 2.525 -4.571 0.000
H -2.278 -2.675 -4.024 0.000
O -2.220 1.377 -1.728 -0.001
C -2.051 2.797 -1.852 0.000
C -2.918 3.508 -0.825 0.000
C -2.747 2.907 0.577 0.000
C -1.326 2.959 1.056 0.000
C -0.864 4.118 1.675 0.000
C 0.440 4.192 2.125 0.000
C 1.263 3.092 1.928 0.000
C 0.735 1.984 1.300 0.000
N -0.534 1.891 0.872 -0.003
H -2.407 1.004 -2.593 0.000
H -2.327 3.131 -2.853 0.000
H -0.995 3.036 -1.695 0.000
H -3.968 3.410 -1.106 0.000
H -2.668 4.570 -0.832 0.000
H -3.074 1.872 0.542 0.000
H -3.388 3.446 1.274 0.000
H -1.540 4.954 1.799 0.000
H 0.806 5.081 2.622 0.000
H 2.297 3.091 2.245 0.000
H 1.368 1.120 1.121 0.000
C 1.448 -0.150 6.934 0.000
N 0.579 -0.209 5.762 0.000
C -0.374 0.639 5.348 0.000
S -1.362 0.178 4.042 0.000
N -0.576 1.843 5.886 0.000
C 0.055 2.495 7.029 0.000
H 2.262 -0.855 6.784 0.000
H 0.916 -0.423 7.847 0.000
H 1.886 0.834 7.053 0.000
H 0.490 -1.116 5.339 0.000
H -1.335 2.340 5.455 0.000
H 0.033 1.869 7.919 0.000
H -0.503 3.401 7.246 0.000
H 1.084 2.781 6.808 0.000
C 6.589 1.899 -0.226 0.000
N 5.621 0.835 -0.007 0.000
C 4.315 0.931 -0.232 0.000
N 3.836 2.062 -0.773 0.000
S 3.271 -0.328 0.189 0.000
H 7.576 1.531 0.035 0.000
H 6.368 2.765 0.401 0.000
H 6.609 2.204 -1.274 0.000
H 5.928 -0.019 0.424 0.000
H 4.449 2.780 -1.123 0.000
H 2.874 2.055 -1.071 0.000
```

=====

3.
This record from OMol25 describes a molecular structure, C28H53Br2ClI2N4O9P2SSi3. The level of theory is the ωB97M-V functional and the def2-TZVPD basis.

Output
Kohn-Sham gap ... 2.71 eV
Total charge ... 0
HOMO level ... -5.4596 eV

The geometry in XYZ format:
```
105
Properties=species:S:1:pos:R:3:mulliken_charge:R:1
C -3.028 1.627 0.917 -0.891
C -2.173 0.691 0.448 -1.634
C -2.567 -0.738 -0.010 1.542
C -3.470 -1.134 1.203 0.122
C -4.988 -0.878 1.432 -1.466
O -5.261 -1.345 2.755 -0.626
C -3.224 -0.456 -1.445 2.757
C -2.961 0.882 -2.172 -1.210
C -4.057 1.812 -2.640 -0.330
O -4.944 1.572 -3.380 -0.363
Cl -4.005 3.489 -1.997 -0.158
O -4.633 -0.533 -1.215 -0.379
C -5.480 0.411 -0.990 0.514
N -6.040 1.352 -0.628 -0.585
C -2.986 -1.699 -2.559 -1.489
Br -4.711 -2.834 -2.244 0.014
C -3.390 -1.304 -4.078 -1.546
I -4.561 -2.825 -5.211 0.115
C -2.366 -0.714 -5.087 0.286
C -2.318 -1.250 -6.539 -1.990
I -2.635 1.434 -5.576 0.203
C -1.724 -2.764 -2.278 0.617
O -2.430 -4.005 -2.535 -0.250
C -2.067 -5.029 -3.262 0.645
N -1.616 -5.904 -3.853 -0.642
S -0.316 -2.870 -3.530 2.018
C 0.830 -1.511 -3.854 -1.296
O 0.613 -3.943 -3.236 -0.746
O -0.875 -3.181 -4.826 -0.625
C -1.429 -2.965 -0.701 0.747
C -0.197 -3.917 -0.602 -1.597
C 0.074 -4.923 0.537 -1.346
O 1.500 -5.054 0.571 -0.559
P -2.701 -4.196 0.072 0.485
O -2.714 -5.575 -0.463 -0.825
N -1.309 -1.615 0.071 0.510
P 0.224 -0.931 -0.886 -0.023
O -0.356 0.294 -1.785 -0.361
Br 1.564 0.374 0.349 0.104
Si -0.589 -1.713 1.854 1.408
C -0.556 -0.100 2.831 -1.606
C -1.456 -2.766 3.170 -1.691
C 1.179 -2.360 1.953 -1.190
H -3.591 1.448 1.829 0.292
H -3.159 2.600 0.461 0.243
H -1.148 1.026 0.324 0.451
H -3.094 -0.710 2.131 0.014
H -3.472 -2.203 1.408 -0.806
H -5.319 0.146 1.421 0.440
H -5.578 -1.517 0.777 0.556
H -5.353 -2.301 2.720 0.351
H -2.265 1.563 -1.706 1.127
H -2.378 0.707 -3.070 -0.065
H -4.198 -0.587 -3.970 1.569
H -1.346 -0.687 -4.771 -0.047
H -3.181 -0.958 -7.122 0.554
H -2.030 -2.288 -6.613 0.449
H -1.488 -0.701 -6.990 0.577
H 1.579 -1.408 -3.076 0.524
H 0.391 -0.542 -4.058 0.282
H 1.362 -1.837 -4.742 0.506
H 0.764 -3.528 -0.911 0.503
H -0.423 -4.645 -1.380 0.890
H -0.319 -5.915 0.337 0.642
H -0.269 -4.658 1.540 0.273
H 1.702 -5.696 1.258 0.397
H -3.985 -3.643 0.112 0.085
H -2.327 -4.351 1.416 0.053
H 0.378 0.710 -2.264 0.495
H 0.192 -0.253 3.610 0.478
H -1.483 0.075 3.376 0.400
H -0.314 0.838 2.346 0.432
H -0.921 -3.689 3.395 0.539
H -2.497 -3.051 3.037 0.324
H -1.446 -2.256 4.133 0.483
H 1.694 -2.563 1.016 0.430
H 1.230 -3.293 2.503 0.448
H 1.806 -1.654 2.492 0.541
C 2.772 2.599 2.787 -0.331
Si 4.365 3.475 2.239 0.015
C 4.027 4.106 0.478 -0.965
C 5.691 2.125 2.114 -0.976
N 4.711 4.675 3.339 -0.102
Si 6.028 5.721 3.263 0.129
C 6.044 6.817 1.716 -1.043
C 7.705 4.841 3.356 -1.045
C 5.960 6.894 4.745 -1.024
H 2.527 1.807 2.071 -0.670
H 2.893 2.150 3.775 0.357
H 1.938 3.305 2.823 0.313
H 3.584 3.317 -0.150 0.228
H 4.946 4.428 -0.015 0.319
H 3.330 4.945 0.502 0.262
H 5.976 1.779 3.109 0.254
H 6.584 2.486 1.601 0.298
H 5.324 1.255 1.549 0.282
H 6.294 6.248 0.817 0.303
H 6.790 7.614 1.811 0.352
H 5.068 7.286 1.571 0.256
H 7.717 4.132 4.187 0.255
H 8.515 5.562 3.517 0.352
H 7.933 4.301 2.434 0.307
H 6.001 6.332 5.680 0.256
H 5.037 7.476 4.728 0.254
H 6.804 7.593 4.730 0.272
```

=====

4.
This record from OMol25 describes a molecular structure, C28H54BN2OP2SV. The level of theory is the ωB97M-V functional and the def2-TZVPD basis.

Output
Kohn-Sham gap (spin up / spin down) ... 6.66 / 7.20 eV
2S+1 ... 3
Total charge ... +2
HOMO level (spin up / spin down) ... -12.8915 / -12.9590 eV

The geometry in XYZ format:
```
90
Properties=species:S:1:pos:R:3:lowdin_spin:R:1
V -0.020 -0.237 0.174 2.068
C 2.436 1.250 2.461 0.002
C 3.271 0.373 1.525 -0.004
C 3.255 -1.028 2.191 0.000
C 4.685 0.902 1.385 -0.002
P 2.377 0.443 -0.123 -0.024
C 2.477 2.207 -0.593 -0.002
N 1.128 2.610 -0.906 -0.001
B 0.022 1.852 -0.570 -0.055
N -1.110 2.574 -1.023 0.001
C -2.463 2.119 -1.017 0.000
P -2.369 0.542 -0.078 -0.017
C -3.310 -0.610 -1.122 -0.003
C -4.647 -0.031 -1.599 -0.002
C -2.384 -0.999 -2.356 0.004
C -3.542 -1.908 -0.191 -0.001
C -3.092 0.993 1.597 -0.001
C -2.829 -0.202 2.613 0.003
C -4.616 1.460 1.611 -0.001
C -2.263 2.234 2.033 0.000
C -0.706 3.863 -1.486 0.000
C -1.427 4.989 -1.912 0.001
C -0.645 6.131 -2.156 0.003
C 0.729 6.153 -2.056 0.003
C 1.441 5.014 -1.706 0.001
C 0.692 3.892 -1.365 0.000
C 3.162 -0.505 -1.584 -0.002
C 4.340 0.301 -2.194 -0.001
C 2.001 -0.549 -2.576 0.003
C 3.553 -1.912 -1.125 0.000
H 2.867 1.202 3.434 0.000
H 1.450 0.836 2.649 0.001
H 2.303 2.292 2.153 0.000
H 3.795 -0.950 3.116 0.000
H 3.671 -1.845 1.678 0.000
H 2.245 -1.339 2.496 0.000
H 5.200 0.996 2.304 0.000
H 4.637 1.927 1.001 0.000
H 5.228 0.239 0.718 0.000
H 3.234 2.379 -1.357 0.000
H 2.880 2.774 0.275 0.000
H -2.727 1.950 -2.072 0.000
H -3.181 2.848 -0.564 0.000
H -4.483 0.823 -2.318 0.000
H -5.190 0.305 -0.730 0.000
H -5.160 -0.799 -2.147 0.000
H -2.163 -0.063 -2.879 0.000
H -2.933 -1.675 -3.083 0.000
H -1.496 -1.604 -2.121 0.002
H -4.341 -1.775 0.517 0.000
H -2.646 -2.288 0.277 0.000
H -3.782 -2.672 -0.908 0.000
H -3.579 -0.944 2.687 0.000
H -2.697 0.233 3.647 0.000
H -1.924 -0.740 2.321 0.002
H -5.322 0.669 1.239 0.000
H -4.819 2.369 0.953 0.000
H -4.840 1.700 2.656 0.000
H -1.164 2.158 1.962 -0.001
H -2.564 2.488 3.056 0.000
H -2.522 3.084 1.415 0.000
H -2.491 5.036 -1.973 0.000
H -1.134 7.043 -2.451 0.000
H 1.322 7.029 -2.346 0.000
H 2.515 5.005 -1.780 0.000
H 3.912 1.132 -2.704 0.000
H 4.822 -0.363 -2.965 0.000
H 5.078 0.595 -1.431 0.000
H 1.528 0.414 -2.776 0.000
H 1.235 -1.282 -2.186 0.001
H 2.507 -0.926 -3.512 0.000
H 4.366 -1.883 -0.360 0.000
H 3.935 -2.467 -1.949 0.000
H 2.713 -2.442 -0.692 0.000
C -0.313 -3.829 3.447 0.000
C -0.477 -4.454 2.072 0.001
S 0.798 -3.729 0.916 0.004
O 0.436 -2.289 0.535 0.017
C 0.363 -4.621 -0.616 0.001
C 0.205 -6.111 -0.560 0.000
H -1.155 -4.092 4.132 0.000
H -0.404 -2.733 3.361 0.000
H 0.641 -4.012 3.907 0.000
H -1.422 -4.083 1.649 0.000
H -0.343 -5.504 2.050 0.000
H 1.266 -4.400 -1.193 0.000
H -0.494 -4.064 -0.988 0.000
H 1.179 -6.610 -0.586 0.000
H -0.292 -6.432 -1.480 0.000
H -0.418 -6.426 0.254 0.000
```

=====

5.
This record from OMol25 describes a gas-phase ion, C28H54BrN5O3P (charge +1). The level of theory is the ωB97M-V functional and the def2-TZVPD basis.

Output
Kohn-Sham gap ... 6.94 eV
Total charge ... +1
HOMO level ... -11.0244 eV

The geometry in XYZ format:
```
92
Properties=species:S:1:pos:R:3:mulliken_charge:R:1
C 0.437 -6.219 0.025 -0.698
O 0.745 -5.945 -1.321 -0.457
C -0.070 -4.932 -1.889 0.112
C 0.507 -4.508 -3.226 -0.553
C -0.600 -4.251 -4.256 -1.012
C -1.709 -3.316 -3.787 -0.521
C -1.263 -1.856 -3.681 -0.762
C -2.111 -0.988 -2.757 -0.859
C -2.023 -1.423 -1.304 -0.277
C -2.847 -0.521 -0.369 -1.227
C -1.971 0.335 0.557 2.366
C -2.842 1.415 1.184 -2.648
N -2.178 2.686 1.626 0.466
C -1.653 2.664 3.016 -1.365
C -0.631 1.585 3.394 -0.003
C -1.258 0.426 4.172 -0.517
C -0.220 -0.441 4.896 -1.011
C 0.123 -1.741 4.174 -0.762
O 0.099 -1.564 2.773 -0.031
C -0.163 -2.757 2.071 -0.771
C -1.447 3.381 0.766 0.009
N -2.025 3.917 -0.303 0.029
P -3.706 3.813 -0.764 0.111
N -3.987 2.618 -1.706 -0.514
N -0.072 3.619 0.967 -0.088
Br 0.090 5.449 1.451 0.003
C 0.751 3.184 -0.236 -0.188
C 1.544 4.262 -0.941 -0.627
C 2.309 3.675 -2.160 -1.072
N 3.740 3.515 -1.993 -0.288
C 4.205 2.162 -1.774 -1.352
C 4.109 1.633 -0.356 0.851
C 4.050 2.444 0.777 -0.440
C 3.928 1.895 2.047 -0.919
C 3.857 0.521 2.214 -0.457
C 3.936 -0.311 1.102 -0.605
C 4.069 0.247 -0.158 0.513
O 4.128 -0.551 -1.287 -0.533
H 1.059 -5.623 0.694 0.227
H 0.635 -7.266 0.218 0.302
H -0.603 -5.992 0.253 0.321
H -1.084 -5.318 -2.006 0.372
H -0.110 -4.083 -1.201 -0.147
H 1.128 -3.625 -3.114 0.317
H 1.133 -5.314 -3.591 0.371
H -1.009 -5.220 -4.528 0.360
H -0.170 -3.828 -5.161 0.361
H -2.492 -3.346 -4.542 0.349
H -2.146 -3.702 -2.874 0.305
H -1.324 -1.459 -4.691 0.396
H -0.217 -1.776 -3.385 0.324
H -1.756 0.040 -2.834 0.261
H -3.135 -0.993 -3.126 0.377
H -2.421 -2.428 -1.224 0.294
H -0.969 -1.394 -1.034 0.171
H -3.581 -1.100 0.183 0.419
H -3.409 0.181 -0.983 0.557
H -1.157 0.713 -0.055 -0.048
H -1.597 -0.300 1.350 -0.920
H -3.278 1.004 2.087 0.509
H -3.681 1.640 0.537 0.911
H -1.217 3.643 3.178 0.325
H -2.521 2.604 3.663 0.630
H 0.079 2.047 4.073 0.750
H -0.092 1.222 2.527 -0.144
H -1.920 0.846 4.924 0.697
H -1.840 -0.219 3.522 -0.029
H 0.682 0.126 5.104 0.391
H -0.632 -0.733 5.858 0.302
H 1.122 -2.063 4.471 0.358
H -0.572 -2.522 4.475 0.469
H 0.703 -3.418 2.072 0.385
H -1.014 -3.289 2.494 0.470
H -0.384 -2.496 1.043 -0.170
H -1.433 4.425 -0.945 0.458
H -4.299 3.710 0.492 0.148
H -3.981 5.078 -1.296 0.144
H -4.355 2.880 -2.610 0.234
H 0.087 2.737 -0.973 0.455
H 1.397 2.387 0.115 -0.085
H 0.874 5.017 -1.337 0.534
H 2.285 4.700 -0.288 0.356
H 1.869 2.730 -2.463 0.434
H 2.145 4.365 -2.984 0.367
H 4.115 4.167 -1.323 0.307
H 5.216 2.034 -2.148 0.444
H 3.588 1.511 -2.381 0.444
H 4.109 3.515 0.681 0.369
H 3.871 2.543 2.905 0.449
H 3.739 0.089 3.192 0.463
H 3.872 -1.380 1.217 0.431
H 4.837 -1.189 -1.175 0.322
```

=====

Number 1: energy -102871.3768 eV. Number 2: energy -88422.9381 eV. Number 3: energy -276123.6896 eV. Number 4: energy -90703.4597 eV. Number 5: energy -122826.9494 eV.